A molecular structure, C3H3LiO3Sm in a non-equilibrium geometry. Source: OMol25; level of theory: ωB97M-V with the def2-TZVPD basis set.

Geometry as XYZ:
```
11
Properties=species:S:1:pos:R:3
O -0.26 -0.98 -0.27
C 0.68 -0.21 -0.57
C -1.49 0.38 0.87
O 1.85 -0.52 -0.78
O 0.44 1.12 -0.24
C -0.50 1.40 0.64
Li -0.48 -2.85 -0.76
H -1.61 0.04 1.90
H -2.31 0.27 0.17
H -0.19 2.11 1.41
Sm 3.88 -0.75 -2.37
```

HOMO-LUMO gap (spin up / spin down): 5.1 / 9.0 eV
electronic energy: -27359.8273 eV
maximum force: 4.60 eV Å⁻¹
LUMO (spin up / spin down): -19.88 / -19.88 eV
spin multiplicity: 7
HOMO (spin up / spin down): -25.003 / -28.898 eV
M: 244.355 g mol⁻¹
total charge: +4
energy above the lowest of the compared OMol25 structures with the same formula, charge and spin: 0.0 kJ/mol